Density functional theory data (ωB97M-V with the def2-TZVPD basis set) for an isolated molecule of C27H24N4O in a non-equilibrium geometry.

Total energy: -1337.58124 hartree
SMILES string: [H]/N=c1\c2c(-c3ccccc3)c(-c3ccccc3)n(Cc3ccccc3)c2ncn1CCO
Lowest unoccupied orbital energy: 0.02687 Eh

The geometry in ORCA input format:
```
! wB97M-V def2-TZVPD RIJCOSX def2/J DEFGRID3
* xyz 0 1
H 1.555 3.469 0.231
N 2.200 3.132 0.936
C 2.084 1.885 1.182
C 1.210 0.888 0.615
C 0.167 0.903 -0.352
C -0.441 2.060 -1.005
C -0.652 2.067 -2.382
C -1.240 3.156 -2.995
C -1.627 4.255 -2.245
C -1.429 4.254 -0.874
C -0.843 3.164 -0.257
C -0.193 -0.418 -0.564
C -1.247 -0.935 -1.432
C -2.541 -0.430 -1.324
C -3.552 -0.921 -2.126
C -3.286 -1.918 -3.050
C -1.999 -2.412 -3.178
C -0.985 -1.924 -2.376
N 0.575 -1.231 0.236
C 0.410 -2.650 0.440
C -1.037 -2.996 0.682
C -1.655 -4.020 -0.021
C -2.997 -4.295 0.178
C -3.733 -3.547 1.080
C -3.119 -2.532 1.794
C -1.778 -2.261 1.598
C 1.411 -0.449 0.959
N 2.294 -0.903 1.885
C 3.005 0.025 2.428
N 2.947 1.347 2.153
C 3.890 2.256 2.765
C 5.172 2.365 1.929
O 5.889 1.158 1.863
H -0.343 1.214 -2.969
H -1.395 3.151 -4.064
H -2.084 5.107 -2.726
H -1.734 5.105 -0.283
H -0.708 3.158 0.816
H -2.747 0.344 -0.599
H -4.553 -0.528 -2.029
H -4.079 -2.305 -3.674
H -1.785 -3.180 -3.908
H 0.022 -2.298 -2.494
H 0.793 -3.207 -0.421
H 1.023 -2.901 1.312
H -1.087 -4.600 -0.733
H -3.469 -5.090 -0.380
H -4.782 -3.755 1.227
H -3.688 -1.949 2.503
H -1.300 -1.465 2.152
H 3.715 -0.276 3.185
H 4.121 1.902 3.775
H 3.414 3.237 2.803
H 4.902 2.613 0.901
H 5.796 3.172 2.336
H 6.200 0.924 2.745
*
```

Atom charges from the natural (NBO) analysis, given in e for atoms 1 to 4: atom 1 (H): 0.362, atom 2 (N): -0.770, atom 3 (C): 0.432, atom 4 (C): -0.183

---

Density functional theory data (ωB97M-V with the def2-TZVPD basis set) for a structure of composition C27H25AsCuN5O3S.

Total energy: -5817.83884 hartree
Lowest unoccupied orbital energy: 0.01262 Eh

The geometry in ORCA input format:
```
! wB97M-V def2-TZVPD RIJCOSX def2/J DEFGRID3
* xyz 0 1
Cu -1.138 1.633 -1.070
O -4.081 3.753 0.587
C -3.306 3.088 -0.095
O -2.127 3.366 -0.460
C -3.863 1.734 -0.606
C -5.177 1.378 -0.333
C -5.667 0.181 -0.823
C -4.832 -0.630 -1.579
C -3.533 -0.209 -1.799
N -3.056 0.940 -1.322
H -5.772 2.061 0.256
H -6.689 -0.117 -0.625
H -5.174 -1.570 -1.990
H -2.839 -0.809 -2.377
C 3.558 4.071 -1.786
C 3.015 2.821 -2.364
N 3.636 2.015 -3.163
N 2.726 1.016 -3.400
C 1.550 1.178 -2.777
S 0.198 0.199 -2.798
N 1.742 2.360 -2.102
N 0.767 2.931 -1.317
H 4.616 4.138 -2.027
H 3.431 4.082 -0.703
H 3.047 4.946 -2.190
H 2.956 0.246 -4.003
H 0.460 3.843 -1.625
H 0.955 2.847 -0.325
O -0.029 1.059 0.702
As 0.403 -0.531 0.873
C -0.972 -1.733 0.285
C -2.089 -1.788 1.117
C -3.166 -2.588 0.772
C -3.125 -3.341 -0.393
C -2.019 -3.277 -1.227
C -0.943 -2.464 -0.897
C 2.139 -0.856 0.112
C 3.046 0.182 0.324
C 4.337 0.090 -0.173
C 4.728 -1.040 -0.879
C 3.833 -2.079 -1.077
C 2.537 -1.991 -0.582
C 0.620 -0.873 2.748
C 0.291 0.149 3.629
C 0.437 -0.060 4.995
C 0.908 -1.277 5.466
C 1.235 -2.295 4.578
C 1.091 -2.095 3.215
H -2.124 -1.199 2.026
H -4.038 -2.619 1.412
H -3.965 -3.971 -0.658
H -1.999 -3.844 -2.148
H -0.118 -2.366 -1.588
H 2.737 1.063 0.878
H 5.038 0.897 -0.007
H 5.734 -1.110 -1.272
H 4.140 -2.966 -1.616
H 1.858 -2.817 -0.732
H -0.075 1.090 3.237
H 0.181 0.729 5.690
H 1.020 -1.436 6.531
H 1.602 -3.243 4.950
H 1.346 -2.889 2.521
*
```

Atom charges from the natural (NBO) analysis, given in e for atoms 1 to 4: atom 1 (Cu): 0.860, atom 2 (O): -0.689, atom 3 (C): 0.738, atom 4 (O): -0.827

---

Repeat the second record exactly.
Density functional theory data (ωB97M-V with the def2-TZVPD basis set) for a structure of composition C27H25AsCuN5O3S.

Total energy: -5817.83884 hartree
Lowest unoccupied orbital energy: 0.01262 Eh

The geometry in ORCA input format:
```
! wB97M-V def2-TZVPD RIJCOSX def2/J DEFGRID3
* xyz 0 1
Cu -1.138 1.633 -1.070
O -4.081 3.753 0.587
C -3.306 3.088 -0.095
O -2.127 3.366 -0.460
C -3.863 1.734 -0.606
C -5.177 1.378 -0.333
C -5.667 0.181 -0.823
C -4.832 -0.630 -1.579
C -3.533 -0.209 -1.799
N -3.056 0.940 -1.322
H -5.772 2.061 0.256
H -6.689 -0.117 -0.625
H -5.174 -1.570 -1.990
H -2.839 -0.809 -2.377
C 3.558 4.071 -1.786
C 3.015 2.821 -2.364
N 3.636 2.015 -3.163
N 2.726 1.016 -3.400
C 1.550 1.178 -2.777
S 0.198 0.199 -2.798
N 1.742 2.360 -2.102
N 0.767 2.931 -1.317
H 4.616 4.138 -2.027
H 3.431 4.082 -0.703
H 3.047 4.946 -2.190
H 2.956 0.246 -4.003
H 0.460 3.843 -1.625
H 0.955 2.847 -0.325
O -0.029 1.059 0.702
As 0.403 -0.531 0.873
C -0.972 -1.733 0.285
C -2.089 -1.788 1.117
C -3.166 -2.588 0.772
C -3.125 -3.341 -0.393
C -2.019 -3.277 -1.227
C -0.943 -2.464 -0.897
C 2.139 -0.856 0.112
C 3.046 0.182 0.324
C 4.337 0.090 -0.173
C 4.728 -1.040 -0.879
C 3.833 -2.079 -1.077
C 2.537 -1.991 -0.582
C 0.620 -0.873 2.748
C 0.291 0.149 3.629
C 0.437 -0.060 4.995
C 0.908 -1.277 5.466
C 1.235 -2.295 4.578
C 1.091 -2.095 3.215
H -2.124 -1.199 2.026
H -4.038 -2.619 1.412
H -3.965 -3.971 -0.658
H -1.999 -3.844 -2.148
H -0.118 -2.366 -1.588
H 2.737 1.063 0.878
H 5.038 0.897 -0.007
H 5.734 -1.110 -1.272
H 4.140 -2.966 -1.616
H 1.858 -2.817 -0.732
H -0.075 1.090 3.237
H 0.181 0.729 5.690
H 1.020 -1.436 6.531
H 1.602 -3.243 4.950
H 1.346 -2.889 2.521
*
```

Atom charges from the natural (NBO) analysis, given in e for atoms 1 to 4: atom 1 (Cu): 0.860, atom 2 (O): -0.689, atom 3 (C): 0.738, atom 4 (O): -0.827

---

Which of these has the highest lowest unoccupied orbital energy?
C27H24N4O